# 1
Here is C19H48NO8S5V as an isolated structure from the Open Molecules 2025 dataset. Energies are from ωB97M-V/def2-TZVPD.

Atoms and positions in Å:
O -1.04583 0.37076 -1.54562
V -0.07309 1.05046 -0.52884
O 1.29655 1.38180 -1.27260
C 2.62573 -3.37068 0.00754
C 2.66779 -3.78696 1.49664
C 4.14473 -4.34492 1.68101
C 4.49544 -4.53382 3.16897
C 4.42131 -3.13874 3.89420
C 3.02235 -2.48160 3.81244
N 2.50199 -2.63859 2.46990
O 1.23698 -2.01705 2.15253
C 3.29375 -0.97063 4.13331
C 2.24966 -3.18066 4.91870
C 1.67407 -4.97053 1.72604
H 1.64679 -2.98126 -0.27201
H 2.86754 -4.26100 -0.57293
H 3.36308 -2.59265 -0.19017
H 4.91039 -3.68187 1.27821
H 4.21154 -5.30450 1.16832
H 5.39792 -5.09417 3.41320
H 3.77710 -5.28070 3.50697
H 5.19283 -2.56973 3.37544
H 4.70540 -3.15069 4.94646
H 3.85710 -0.44852 3.35991
H 3.92506 -0.95222 5.02169
H 2.31852 -0.48850 4.20110
H 2.60603 -2.84218 5.89160
H 2.26995 -4.26676 4.82877
H 1.17956 -3.01879 4.78913
H 1.42097 -5.57810 0.85719
H 0.74532 -4.51120 2.06448
H 1.93399 -5.61497 2.56582
C -6.53089 0.90598 -0.56481
S -5.73421 2.01265 0.76433
O -4.23713 1.56173 0.77962
C -5.66309 3.46979 -0.29273
H -6.10172 0.86333 -1.56586
H -7.59357 1.14517 -0.52491
H -6.53091 -0.12971 -0.22502
H -4.95981 4.28479 -0.12162
H -6.60919 4.00987 -0.32906
H -5.28063 3.27870 -1.29538
C 1.44613 6.63380 -0.83048
S 0.12174 6.31684 -1.96729
O -0.46712 4.93196 -1.67974
C -1.07086 7.68631 -1.49118
H 2.33529 6.12132 -1.19769
H 1.12108 6.24501 0.13456
H 1.62946 7.70634 -0.76605
H -0.73959 8.66017 -1.85165
H -1.26194 7.64532 -0.41884
H -1.99449 7.49448 -2.03726
C -3.19540 -4.74751 -3.19848
S -4.93365 -5.02613 -3.85970
O -5.78112 -3.89013 -3.24387
C -4.56771 -4.49622 -5.58472
H -3.02154 -5.20469 -2.22439
H -3.07966 -3.67637 -3.03307
H -2.38819 -5.16201 -3.80240
H -3.69637 -3.84346 -5.63737
H -5.30967 -3.82053 -6.01022
H -4.37787 -5.30891 -6.28586
C 0.45603 5.34042 5.04132
S -0.83410 4.51320 3.97633
O -0.03697 3.48719 3.10294
C -1.76019 3.67321 5.34295
H 0.16424 6.37318 5.23198
H 1.45109 5.35684 4.59667
H 0.53576 4.91190 6.04038
H -1.21141 2.80863 5.71638
H -2.71892 3.24580 5.04926
H -1.87011 4.39819 6.14944
C 2.26314 -0.67078 -7.19043
S 1.67332 1.00358 -7.74714
O 0.37504 0.75384 -8.52792
C 1.13541 1.78078 -6.17252
H 1.43829 -1.07840 -6.60599
H 3.09595 -0.71470 -6.48858
H 2.47829 -1.34451 -8.01983
H 1.97471 1.83020 -5.47880
H 0.36613 1.18355 -5.68301
H 0.65636 2.74868 -6.32004

Its strongest force on any atom is 5.4 eV Å⁻¹. For the total energy, the calculation gives -118201.189 eV. Its multiplicity is 1. Its lowest unoccupied orbital energy is -0.08801 Ha. The value obtained for the orbital gap is 0.106 hartree. The charge is 0.


# 2
Here is C44H51CsN6O3P2S4 as an isolated structure from the Open Molecules 2025 dataset. Energies are from ωB97M-V/def2-TZVPD.

Atoms and positions in Å:
Cs -0.68827 0.76957 -0.56836
C -2.16247 6.67257 0.23954
S -3.27377 5.45467 -0.51996
C -2.07087 4.30027 -1.23256
S -0.56127 4.13067 -0.51256
N -2.53617 3.77837 -2.30806
N -2.00747 2.72217 -2.90746
C -2.00347 2.71137 -4.20216
C -1.57857 1.59887 -4.98166
C -1.76837 1.62377 -6.38476
C -1.36977 0.55837 -7.15186
C -0.75677 -0.52603 -6.51736
C -0.59817 -0.45793 -5.13816
N -0.99287 0.53997 -4.38346
H -2.68707 7.14607 1.06134
H -1.87877 7.40817 -0.50826
H -1.28457 6.12927 0.58634
H -2.32507 3.59567 -4.76476
H -2.24737 2.47837 -6.84266
H -1.52807 0.54827 -8.22586
H -0.41497 -1.38393 -7.08066
H -0.11877 -1.27003 -4.60536
O -1.85997 -1.34703 -0.12776
P -2.31907 -1.63743 1.24484
C -2.02707 -0.23813 2.40854
P -0.21897 -0.11203 2.76374
O 0.52123 0.37967 1.59034
C 0.31643 -1.60053 3.52664
C 1.39443 -2.36803 2.89064
C 1.89203 -3.44893 3.75084
C 1.26853 -3.81323 4.89384
C 0.14193 -3.12203 5.39014
C -0.31397 -2.03513 4.68884
C -0.27577 1.21467 4.04944
C 0.06353 1.02627 5.38244
C -0.01417 2.07657 6.28064
C -0.39777 3.33497 5.84554
C -0.67147 3.54657 4.50404
C -0.61137 2.49107 3.61344
C -1.82427 -3.17383 1.93794
C -2.32297 -3.56163 3.17764
C -1.99677 -4.76633 3.74664
C -1.12457 -5.63123 3.04764
C -0.62167 -5.30503 1.83834
C -0.81067 -3.97803 1.23404
C -4.16967 -1.65423 1.27634
C -4.96367 -0.51753 1.32424
C -6.34247 -0.63293 1.35584
C -6.93887 -1.88263 1.33034
C -6.15387 -3.01923 1.23014
C -4.77937 -2.89683 1.19314
H -2.57617 -0.43253 3.33074
H -2.37827 0.70007 1.97054
H 2.18563 -1.73383 2.47684
H 2.76663 -3.98963 3.40954
H 1.66283 -4.64113 5.47534
H -0.32717 -3.43423 6.31224
H -1.16907 -1.47523 5.05154
H 0.39203 0.05247 5.71564
H 0.23313 1.91757 7.32344
H -0.46337 4.15587 6.54814
H -0.92857 4.53597 4.14644
H -0.80747 2.65457 2.56074
H -3.03037 -2.89973 3.66854
H -2.41457 -5.07233 4.69384
H -0.89557 -6.60143 3.47474
H 0.01053 -5.99753 1.29634
H -0.97767 -4.01423 0.14934
H -4.51257 0.46637 1.33494
H -6.95607 0.25707 1.40384
H -8.01627 -1.97033 1.36804
H -6.61087 -3.99983 1.19144
H -4.13777 -3.76473 1.11984
O 3.87093 -2.50293 -3.83166
S 2.43263 -2.24003 -4.01136
C 1.77593 -3.71163 -4.96816
C 1.23413 -4.68673 -3.94146
C 0.55533 -3.84063 -2.86956
C 1.56913 -2.78493 -2.47286
H 2.59513 -4.11283 -5.55986
H 1.00123 -3.32863 -5.62966
H 2.06863 -5.22463 -3.48816
H 0.54603 -5.41213 -4.38356
H 0.26253 -4.43933 -2.00566
H -0.33927 -3.36823 -3.28166
H 2.32893 -3.16593 -1.79176
H 1.11213 -1.90533 -2.02956
C 4.41863 4.78867 0.39464
C 2.93213 4.46217 0.32624
N 2.81583 3.10677 -0.14696
C 3.47863 2.69697 -1.27286
N 2.98853 1.73087 -1.94146
C 3.70823 1.14857 -3.04136
C 5.20133 1.47857 -3.01846
C 5.35733 2.97177 -2.76246
N 4.71833 3.29927 -1.50926
C 4.99763 4.62147 -1.00336
H 4.90003 4.07987 1.07044
H 4.58683 5.80457 0.75834
H 2.41153 5.17857 -0.32986
H 2.46713 4.51607 1.31284
H 1.88903 2.70687 -0.09316
H 3.25623 1.49967 -3.97976
H 3.56493 0.06477 -2.99506
H 5.68193 1.19547 -3.95576
H 5.67043 0.93027 -2.20016
H 4.92333 3.54977 -3.59886
H 6.41863 3.24597 -2.68246
H 4.57873 5.39907 -1.66796
H 6.08933 4.75467 -0.98536
S 0.89663 -3.07663 1.12504

Its strongest force on any atom is 3.1 eV Å⁻¹. For the total energy, the calculation gives -124005.480 eV. Its multiplicity is 1. Its lowest unoccupied orbital energy is 0.12876 Ha. The value obtained for the orbital gap is 0.121 hartree. Its energy above the lowest of the compared OMol25 structures with the same formula, charge and spin is 105.37 kcal/mol. The charge is -2.


# 3
Here is C4H3CoO5 as an isolated structure from the Open Molecules 2025 dataset. Energies are from ωB97M-V/def2-TZVPD.

Atoms and positions in Å:
C 0.78425 -1.25067 -0.25294
C -0.55894 -0.91717 -0.28958
O -0.94590 0.05924 0.68396
C -1.85369 0.98506 0.37254
O -2.26054 1.21166 -0.73645
O -2.08570 1.70603 1.45839
H 0.94107 -2.32392 -0.40466
H -1.37891 -1.60864 -0.48774
H -2.50857 2.54007 1.21491
O 3.25373 -0.60639 -1.87708
O 2.69448 0.48998 0.01936
C 2.46334 -0.23696 -1.02464
Co 1.45536 -0.04828 1.32395

Its strongest force on any atom is 3.3 eV Å⁻¹. For the total energy, the calculation gives -52055.840 eV. Its multiplicity is 5. Its lowest unoccupied orbital energy (alpha / beta) is -0.05071 / -0.05873 Ha. The value obtained for the orbital gap (alpha / beta) is 0.200 / 0.298 hartree. Its energy above the lowest of the compared OMol25 structures with the same formula, charge and spin is 50.55 kcal/mol. The charge is 0.